Record 1
Entry from the OMol25 dataset: a molecular structure, C15H21ClF5O3P2Rh (wB97M-V/def2-TZVPD).

Atoms and positions in Å:
C 0.6789 -0.2221 -4.6910
C 1.4553 -0.1181 -3.4304
H 1.3327 -0.1832 -5.5682
H -0.0387 0.6101 -4.7437
H 0.1226 -1.1701 -4.7020
O 2.6494 -0.0411 -3.2906
Cl -2.2925 -0.2215 -2.4072
Rh 0.0539 -0.1014 -1.9568
P -0.4181 2.0441 -1.1402
C 0.7728 2.8587 -0.0394
C -0.4881 3.1007 -2.6172
H -0.3784 4.1481 -2.3095
H -2.1096 3.1761 0.1374
H -1.4440 2.9484 -3.1315
H -2.7870 1.7533 -0.7501
H 1.8017 2.5951 -0.3028
H 0.3356 2.8309 -3.2926
C -1.9449 2.1337 -0.1633
H 0.6356 3.9439 -0.1295
H -1.8000 1.5000 0.7278
H 0.5667 2.5546 0.9950
P -0.2066 -2.1843 -0.9155
C 1.0323 -2.7427 0.2880
C -1.7376 -2.3329 0.0473
H -1.0039 -3.2844 -2.9135
H -0.0861 -4.4045 -1.8401
H 0.7850 -3.2101 -2.8533
C -0.1253 -3.3944 -2.2672
H -2.5954 -2.0545 -0.5732
H -1.8273 -3.3659 0.4078
H 0.9847 -3.8378 0.3471
H 0.7866 -2.3202 1.2710
H -1.6556 -1.6361 0.8986
H 2.0404 -2.4340 -0.0054
C 1.6073 0.0238 -0.9582
O 2.6127 0.1015 -0.3667
F 1.3749 0.4504 6.8194
C 0.8006 0.3514 5.6071
C 0.4412 1.5025 4.9062
F 0.6610 2.7165 5.4579
C -0.1333 1.4021 3.6664
F -0.5482 2.5196 3.0237
C -0.3144 0.1376 3.0095
O -0.6735 0.0447 1.8050
C -0.0204 -1.0150 3.8153
F -0.3236 -2.2403 3.3141
C 0.5490 -0.9107 5.0584
F 0.8713 -2.0227 5.7565

As for the frontier orbital gap (spin up / spin down): 4.2 / 1.8 eV. The charge is +2. The spin multiplicity is 5. The calculation puts the HOMO energy (spin up / spin down) at -12.40 / -14.53 eV.



Record 2
Entry from the OMol25 dataset: a gas-phase ion, C10H15OS (charge +1) (wB97M-V/def2-TZVPD).

Atoms and positions in Å:
C 3.1766 0.1751 1.0587
O 2.9872 -1.0525 0.3246
C 2.6554 -0.8434 -1.0245
S 1.1333 -1.8073 -1.5137
C -0.2167 -1.5396 -0.2998
C -0.8242 -0.1088 -0.3122
C -0.2695 1.0259 -1.0297
C -0.8454 2.3744 -0.9848
C -2.0548 2.5723 -0.2102
C -2.6766 1.4552 0.5014
C -2.0608 0.1261 0.4624
C -2.7969 -1.0259 1.2517
H 3.4132 1.0675 0.4276
H 2.2612 0.3984 1.6804
H 4.0206 0.0752 1.7962
H 2.6006 0.2240 -1.3455
H 3.4829 -1.3139 -1.6376
H 1.5142 -3.1231 -1.3196
H 0.2197 -1.7009 0.7303
H -0.9814 -2.3546 -0.4434
H 0.6400 0.9012 -1.6571
H -0.3182 3.1822 -1.5493
H -2.5086 3.5883 -0.1656
H -3.6128 1.6229 1.0823
H -3.9038 -0.8725 1.1362
H -2.4693 -1.0551 2.3197
H -2.5657 -1.9911 0.7216

As for the frontier orbital gap: 8.9 eV. The charge is +1. The calculation puts the HOMO energy at -12.23 eV.



Record 3
Entry from the OMol25 dataset: a single C7H9NO3 molecule (wB97M-V/def2-TZVPD).

Atoms and positions in Å:
C -0.3162 -1.7334 2.4985
C 0.1912 -0.8015 1.7169
C -0.2512 -0.4574 0.3221
C 0.7881 -1.0097 -0.6707
O 1.2400 -2.1109 -0.7874
N 1.2689 0.1073 -1.4151
O 2.3521 -0.0806 -2.1838
C 0.8713 1.3674 -1.0184
O 1.2763 2.4501 -1.3336
C -0.3272 1.0958 0.0282
C -1.6326 1.3672 -0.6553
H 0.0336 -2.0624 3.3882
H -1.3655 -2.0793 2.1409
H 1.1621 -0.6276 2.1670
H -1.1786 -0.9352 0.3046
H 2.1496 -0.5668 -3.0723
H -0.1714 1.7669 0.8825
H -1.7230 0.7808 -1.4847
H -1.9362 2.4260 -0.7782
H -2.4311 1.1031 -0.0495

As for the frontier orbital gap: 10.6 eV. Its structure (SMILES) is C=C[C@@H]1C(=O)N(O)C(=O)[C@H]1C. The calculation puts the HOMO energy at -10.07 eV.



Record 4
Entry from the OMol25 dataset: 2 unconnected molecules or ions with the total composition Cl2HNS (wB97M-V/def2-TZVPD).

Atoms and positions in Å:
N -2.4494 1.4508 4.1020
S 0.4307 -0.1043 0.6387
Cl -1.4073 2.5326 3.4045
Cl -1.9149 -0.1430 3.8350
H 0.1846 1.1050 0.1279

As for the frontier orbital gap (spin up / spin down): 8.6 / 7.2 eV. The calculation puts the HOMO energy (spin up / spin down) at -10.18 / -9.71 eV.



Record 5
Entry from the OMol25 dataset: 2 unconnected molecules or ions with the total composition C2H7NOS2 (wB97M-V/def2-TZVPD).

Atoms and positions in Å:
N 0.5037 -0.8771 -2.3874
C -0.4810 -0.0035 -2.6593
O -0.9059 0.7833 -1.8450
H 0.8497 -0.9157 -1.4551
H 1.0241 -1.4307 -3.0193
H -0.9598 -0.0282 -3.6461
C -0.5899 1.1636 2.0849
S 0.8448 0.3152 1.3571
S 0.5960 -1.5700 2.2708
H -1.5330 0.6669 1.8727
H -0.6361 2.0858 1.4910
H -0.5286 1.4494 3.1312
H 1.8162 -1.6389 2.8046

As for the frontier orbital gap: 9.2 eV. Its structure (SMILES) is NC=O.CSS. The calculation puts the HOMO energy at -8.63 eV.



Record 6
Entry from the OMol25 dataset: 13 unconnected molecules or ions with the total composition C32H78B7F28N8O4 (wB97M-V/def2-TZVPD).

Atoms and positions in Å:
C -0.0434 -1.5267 -3.3266
C 0.6421 -0.1722 -3.5320
N 1.6442 0.0275 -2.5240
C 1.3597 0.3509 -1.1934
C 2.5632 0.4665 -0.4663
N 3.5782 0.3535 -1.4091
C 3.0091 0.1292 -2.6397
C 5.0148 0.5152 -1.1685
H -0.8667 -1.7550 -4.0034
H -0.3975 -1.6245 -2.3003
H 0.5925 -2.3974 -3.4862
H -0.0521 0.6657 -3.4684
H 1.1691 -0.0652 -4.4801
H 0.4008 0.5373 -0.7327
H 2.6595 0.7870 0.5606
H 3.6150 0.0412 -3.5294
H 5.4970 0.7354 -2.1210
H 5.4787 -0.3445 -0.6851
H 5.1305 1.4106 -0.5579
C 1.3180 -6.9323 2.3066
C 1.3745 -5.8422 1.2216
N 2.3507 -6.1518 0.1238
C 3.6809 -5.8016 0.1766
C 4.3166 -6.4188 -0.9257
N 3.3559 -7.1124 -1.6390
C 2.1802 -6.9873 -0.9164
C 3.6535 -7.9412 -2.7719
H 2.3246 -7.1630 2.6554
H 0.8565 -7.8567 1.9594
H 0.7606 -6.4804 3.1271
H 1.6168 -4.8734 1.6584
H 0.4204 -5.5513 0.7820
H 4.0441 -5.3433 1.0846
H 5.3433 -6.2176 -1.1937
H 1.2468 -7.4247 -1.2385
H 2.9032 -8.7266 -2.8629
H 4.6585 -8.3248 -2.5961
H 3.6578 -7.2653 -3.6270
C -9.7108 -8.3657 -0.2929
N -8.7240 -7.2419 0.1405
C -7.8987 -6.8471 -1.0969
C -9.4887 -6.0360 0.6884
C -7.7963 -7.6770 1.3414
C -6.9681 -8.9401 1.1084
O -5.8883 -8.7092 0.2185
H -9.0454 -9.1542 -0.6445
H -10.2340 -7.9838 -1.1696
H -10.4392 -8.6295 0.4739
H -8.6584 -6.4792 -1.7867
H -7.4225 -7.6818 -1.6114
H -7.1532 -6.1798 -0.6646
H -10.1848 -6.3256 1.4756
H -10.0669 -5.5135 -0.0737
H -8.8288 -5.2886 1.1288
H -8.4066 -7.7681 2.2399
H -7.1004 -6.8908 1.6342
H -7.6212 -9.7071 0.6921
H -6.6469 -9.2452 2.1043
H -5.4516 -9.5534 0.0838
C -10.4521 -1.2290 -10.5141
N -9.2922 -1.2174 -9.4944
C -9.8989 -1.5439 -8.0960
C -8.2372 -2.3661 -9.7229
C -8.6078 0.1503 -9.3631
C -7.5891 0.4181 -10.5073
O -8.2986 0.5634 -11.7400
H -11.0602 -2.1314 -10.4508
H -10.0091 -0.9836 -11.4793
H -10.9592 -0.2924 -10.2825
H -10.1547 -0.5908 -7.6331
H -9.0791 -1.8944 -7.4689
H -10.6688 -2.3118 -8.1713
H -8.7251 -3.2746 -9.3695
H -7.2617 -2.1060 -9.3119
H -8.2053 -2.3703 -10.8124
H -7.9364 0.1252 -8.5048
H -9.3569 0.9369 -9.2731
H -6.8259 -0.3559 -10.5883
H -6.9790 1.3043 -10.3327
H -7.7140 0.3156 -12.4600
C -5.6202 7.9640 2.6030
N -5.5863 7.1924 3.9233
C -6.6670 6.0249 3.7703
C -4.2288 6.5247 4.2004
C -6.0067 8.0802 5.1300
C -5.4040 9.5147 5.2923
O -4.0154 9.6316 5.2647
H -6.6097 8.4047 2.4822
H -5.3122 7.3932 1.7270
H -4.8744 8.7313 2.8109
H -6.7867 5.5305 4.7343
H -6.3197 5.3795 2.9634
H -7.6505 6.4185 3.5137
H -3.8821 5.8394 3.4269
H -4.5405 5.8567 5.0033
H -3.5428 7.2863 4.5711
H -5.7910 7.4185 5.9688
H -7.0958 8.1243 5.1226
H -5.7233 9.9695 6.2301
H -5.6137 10.2711 4.5360
H -3.7521 10.4399 5.7106
C 10.3464 3.7199 6.6152
N 10.9487 4.2495 7.9028
C 10.0328 5.3921 8.2986
C 10.7954 3.2231 9.0234
C 12.4629 4.5104 7.8207
C 12.9280 5.7140 6.9366
O 12.4339 6.8604 7.5791
H 10.3836 4.5396 5.8977
H 9.3700 3.2424 6.6971
H 11.0282 2.9467 6.2610
H 10.3850 5.8267 9.2341
H 9.0663 4.9466 8.5341
H 10.0535 6.1089 7.4777
H 11.3655 2.3120 8.8422
H 9.7274 3.0650 9.1740
H 11.2086 3.6448 9.9396
H 12.9859 3.6507 7.4017
H 12.9984 4.6696 8.7567
H 12.5917 5.6991 5.8999
H 14.0111 5.7542 6.8212
H 13.0347 7.5832 7.3836
B 13.7245 3.4226 0.4488
F 14.6697 3.2402 1.4504
F 12.4839 3.1047 0.9604
F 13.8564 4.7557 0.0161
F 13.9034 2.6701 -0.6590
B 8.2001 -2.8456 5.9094
F 8.8152 -2.4561 7.0596
F 7.1756 -1.9396 5.6522
F 9.1594 -2.8941 4.9525
F 7.5944 -4.0308 6.0951
B -4.5027 -1.6023 4.5465
F -5.5738 -0.8180 4.6416
F -4.4038 -1.9489 3.2381
F -3.3661 -0.9476 4.9939
F -4.6255 -2.7312 5.3180
B 5.4788 5.5538 -7.9721
F 5.3054 4.6643 -6.8925
F 4.3763 6.3253 -8.2238
F 6.5711 6.4097 -7.7630
F 5.7666 4.8711 -9.0828
B 8.6792 -3.1866 -6.1890
F 7.3936 -2.9031 -6.3280
F 9.2970 -2.5895 -5.1158
F 8.8038 -4.5404 -6.0034
F 9.3037 -2.7718 -7.3293
B 4.1954 6.1268 4.7394
F 4.6261 5.4958 3.6196
F 4.2141 5.3360 5.8755
F 4.9133 7.1940 5.0195
F 2.9579 6.6663 4.6088
B -6.4110 2.4055 -3.1484
F -5.4097 2.5491 -2.2509
F -7.5565 2.9998 -2.6751
F -6.0481 3.0374 -4.3111
F -6.7149 1.0742 -3.3574

As for the frontier orbital gap: 5.1 eV. The charge is -1. The calculation puts the HOMO energy at -6.33 eV.



Record 7
Entry from the OMol25 dataset: a molecular structure, C33H54N6O5P2STi (wB97M-V/def2-TZVPD).

Atoms and positions in Å:
Ti -0.4931 0.5402 -0.2075
C 0.7138 1.7845 -2.8272
C -0.7697 2.0964 -2.8503
N -1.2672 2.3552 -1.4706
C -0.9314 3.6994 -0.9527
C 0.4573 3.7088 -0.3363
N 0.8045 2.3844 0.2533
C 2.2253 2.0003 -0.0138
C 2.3192 0.9153 -1.1083
N 1.0041 0.7702 -1.7814
H 1.3062 2.6712 -2.6157
H 1.0384 1.4119 -3.7985
H -1.3174 1.2381 -3.2379
H -0.9774 2.9452 -3.5040
H -2.2787 2.2632 -1.4990
H -1.6737 3.9659 -0.2050
H -0.9947 4.4484 -1.7449
H 0.5223 4.4700 0.4427
H 1.2091 3.9667 -1.0760
H 0.7012 2.4426 1.2663
H 2.6542 1.6153 0.9091
H 2.7884 2.8937 -0.2778
H 2.5553 -0.0505 -0.6688
H 3.0954 1.1471 -1.8380
H 0.9481 -0.1627 -2.2024
N 1.6656 -2.8948 -1.1849
C 0.9874 -3.3201 0.0246
C 0.1738 -2.2377 0.6576
O -0.5757 -2.3708 1.5643
O 0.4030 -0.9500 0.1069
H 1.0039 -2.8276 -1.9542
H 2.3562 -3.5846 -1.4543
H 1.7223 -3.5943 0.7871
H 0.3034 -4.1667 -0.0813
C 2.3603 -0.7491 2.9901
P 1.0764 0.5485 2.9542
C -0.2623 -0.3214 3.8598
N 0.0954 -1.0363 4.8958
C -0.8621 -1.6756 5.6114
C -0.4995 -2.4440 6.7453
C -1.4747 -3.0559 7.4717
C -2.8445 -2.9353 7.1025
C -3.2137 -2.2138 6.0103
C -2.2151 -1.5714 5.2393
N -2.5642 -0.8939 4.1190
C -1.6292 -0.2877 3.4386
P -2.2522 0.4021 1.8293
C -3.4758 -0.8522 1.3557
C -3.2559 1.9110 2.2341
C -4.4274 1.5865 3.1668
C -3.8174 2.4855 0.9285
C -2.3316 2.9361 2.8859
C 1.7282 1.8806 4.1277
C 1.3150 1.6570 5.5827
C 1.1935 3.2380 3.6589
C 3.2589 1.9221 4.0389
H 2.5702 -1.0382 4.0201
H 3.2744 -0.4059 2.5093
H 2.0055 -1.6346 2.4623
H 0.5466 -2.5158 7.0109
H -1.2112 -3.6418 8.3419
H -3.5985 -3.4302 7.6997
H -4.2478 -2.1168 5.7085
H -4.1736 -0.4223 0.6413
H -4.0040 -1.1546 2.2581
H -2.9858 -1.7195 0.9124
H -5.1806 0.9683 2.6782
H -4.9035 2.5320 3.4389
H -4.1147 1.0860 4.0804
H -4.3857 1.7588 0.3490
H -3.0277 2.8894 0.3011
H -4.4961 3.3086 1.1612
H -1.9449 2.5902 3.8472
H -2.8784 3.8660 3.0604
H -1.4818 3.1735 2.2348
H 0.2371 1.7654 5.7247
H 1.8092 2.4117 6.2000
H 1.6058 0.6736 5.9494
H 0.1053 3.2472 3.5618
H 1.6461 3.5468 2.7097
H 1.4545 4.0098 4.3867
H 3.7259 1.0488 4.4924
H 3.6122 2.8023 4.5816
H 3.6256 2.0125 3.0124
C -6.6701 -0.8228 -5.5916
C -5.4614 -0.9672 -4.7099
C -4.1849 -0.7227 -5.2082
C -3.0594 -0.8820 -4.4148
C -3.2316 -1.3010 -3.1004
C -4.4983 -1.5570 -2.5702
C -5.6001 -1.3856 -3.3830
S -1.8506 -1.5028 -2.0843
O -0.6522 -1.4072 -2.8775
O -2.0190 -2.6176 -1.2106
O -1.8836 -0.1643 -1.1693
H -6.4417 -0.2681 -6.4994
H -7.4792 -0.3142 -5.0680
H -7.0414 -1.8059 -5.8873
H -4.0678 -0.4194 -6.2410
H -2.0696 -0.7255 -4.8197
H -4.6111 -1.9193 -1.5566
H -6.5883 -1.5968 -2.9931

As for the frontier orbital gap: 6.9 eV. The charge is +2. The calculation puts the HOMO energy at -13.41 eV.



Across the entries above, max |F| takes the values 4.58 2.66 6.56 0.70 1.17 5.19 1.17 eV Å⁻¹, respectively.